# 1
DFT (ωB97M-V with the def2-TZVPD basis set) results for an isolated molecule of C6H7ClS in a non-equilibrium geometry.

XYZ file:
```
15
Properties=species:S:1:pos:R:3
C -1.16594 1.58137 -1.68701
C -0.27565 0.39446 -1.57132
C 0.12496 -0.18457 -0.43760
C 1.31890 -1.80482 1.33472
C 0.49969 -0.66836 1.85438
C -0.10627 0.12777 0.99154
H -1.23209 1.88834 -2.74990
H -0.81402 2.55218 -1.12703
H -2.19793 1.41446 -1.31590
H 0.10132 -0.06494 -2.46248
H 2.36753 -1.71916 1.67058
H 0.97598 -2.80328 1.61753
H 0.31734 -0.53384 2.91648
S 1.22123 -1.63558 -0.49532
Cl -1.13506 1.45596 1.46134
```

structure (SMILES)	C/C=C1/SCC=C1Cl
max |F|	0.048	hartree/bohr
energy above the lowest of the compared OMol25 structures with the same formula, charge and spin	7.21	kcal/mol
E_LUMO	0.8	eV



# 2
DFT (ωB97M-V with the def2-TZVPD basis set) results for a cluster of 3 separate species, C17H36N7O4S2 in total in a non-equilibrium geometry.

XYZ file:
```
66
Properties=species:S:1:pos:R:3
C 5.87786 0.77295 2.37328
C 5.77148 0.31891 0.76799
N 4.50093 -0.53333 0.68023
C 4.29400 -1.96725 0.24504
N 2.79648 -2.08779 0.42842
C 2.23203 -0.75544 0.95725
N 0.94140 -0.42551 1.29095
C 0.45971 0.89866 1.84234
C -0.57606 1.70856 0.81951
C -1.75536 0.67273 0.31246
C -2.69983 0.36416 1.62936
N -2.90807 -1.11260 1.91096
C -4.40377 -1.36733 2.09559
N -5.04881 -1.16490 3.30131
N -5.23586 -1.82921 0.88306
N 3.38431 0.21911 1.06878
H 5.37559 -0.07905 3.03828
H 6.98331 0.90713 2.73837
H 5.20654 1.73205 2.52639
H 5.54691 1.27254 0.08574
H 6.73503 -0.23189 0.39502
H 5.11514 -2.72360 -0.10563
H 0.22040 -1.20081 1.20120
H -0.08072 0.64917 2.87533
H 1.30804 1.66303 2.10360
H 0.05994 2.18010 -0.04757
H -1.13453 2.55984 1.43022
H -2.35293 1.17453 -0.56664
H -1.30343 -0.32976 -0.12806
H -3.71111 0.95360 1.46033
H -2.23986 0.82275 2.63103
H -2.58275 -1.72210 1.12900
H -6.07885 -1.37523 3.20440
H -6.02528 -1.14112 0.70366
H -4.61820 -1.87585 0.02316
H 3.31182 1.21521 1.37130
C -4.39918 5.61803 -0.85099
C -3.53474 4.50143 -1.43457
C -2.12061 4.68146 -0.88513
S -2.29888 5.48894 0.69849
O -1.70749 6.80764 0.61231
O -1.95824 4.55353 1.75178
C -4.07152 5.65988 0.63415
H -5.46455 5.43869 -1.02260
H -4.13597 6.57324 -1.32083
H -3.93235 3.52936 -1.11846
H -3.53806 4.51705 -2.52894
H -1.61683 3.72122 -0.74856
H -1.52009 5.32892 -1.53000
H -4.37487 6.59144 1.11494
H -4.50935 4.80509 1.15825
C 1.91518 -5.18897 -1.47461
C 2.38214 -6.29299 -2.42208
C 1.99102 -5.87704 -3.83914
S 1.96158 -4.09077 -3.84539
O 0.59907 -3.65331 -4.06519
O 3.07145 -3.59830 -4.63666
C 2.35025 -3.88119 -2.11894
H 2.34154 -5.30533 -0.47395
H 0.82280 -5.21766 -1.38336
H 3.47217 -6.39428 -2.35496
H 1.94589 -7.26209 -2.16048
H 2.71573 -6.23095 -4.57675
H 0.99046 -6.23339 -4.09908
H 1.82595 -3.01080 -1.72079
H 3.43202 -3.74113 -2.03410
```

max |F|	0.180	hartree/bohr
total charge	+1
E_LUMO	-3.8	eV



no.,frontier orbital gap (eV)
1,8.86
2,7.82